No. 1
Entry from the Open Molecules 2025 dataset: a molecular structure, C4H10AgNO4PS at a distorted geometry (ωB97M-V with the def2-TZVPD basis set).

```
! RIJCOSX wB97M-V def2-TZVPD def2/J DEFGRID3
* xyz 1 1
N -2.08058 -2.60229 1.45431
C -2.16280 -1.71377 0.21483
C -0.61878 -1.23981 -0.12170
C -0.34657 0.37380 0.22389
O -0.87724 1.11860 -0.92830
C 0.03028 2.18633 -1.37503
O -0.18011 3.41502 -0.83860
P 1.48045 0.73135 0.65305
O 2.60858 0.37563 -0.64725
O 1.73588 2.34550 1.35048
S 1.95849 -0.51409 2.12269
H -1.38576 -3.36406 1.18959
H -1.54327 -2.04060 2.17816
H -2.57212 -2.27239 -0.73398
H -2.77045 -0.70520 0.41035
H -0.50860 -1.30594 -1.30840
H 0.20084 -1.94705 0.32250
H -0.97863 0.63975 1.18785
H 0.94604 2.04704 -2.11477
H 2.66431 -0.64369 -0.69066
H 2.75433 2.42365 1.32417
Ag 1.64572 2.69222 -3.87318
*
```

Values from the calculation:
Maximum force   0.1860 Eh/bohr
HOMO energy   -0.4317 hartree
Energy   -38101.1242 eV
LUMO   -7.477 eV


No. 2
Entry from the Open Molecules 2025 dataset: a molecular structure, C25H15Cl2N2O6Ta at a distorted geometry (ωB97M-V with the def2-TZVPD basis set).

```
! RIJCOSX wB97M-V def2-TZVPD def2/J DEFGRID3
* xyz 2 1
Ta 0.13495 0.21007 0.32290
O 3.80759 2.02522 -1.05932
C 2.83962 1.49275 -0.39208
O 1.73956 1.20105 -0.87933
C 3.06091 1.22430 1.03741
C 4.19482 1.46912 1.77482
C 4.17333 1.12893 3.13238
C 3.03420 0.56833 3.68312
C 1.93659 0.36684 2.85602
N 1.95620 0.68584 1.57277
C 0.61664 -0.23034 3.25826
O 0.37347 -0.67821 4.32748
O -0.22832 -0.20584 2.20572
H 3.57301 2.17830 -1.99253
H 5.06549 1.91176 1.31117
H 5.04563 1.30617 3.74705
H 2.96932 0.28552 4.72530
Cl -1.40583 -6.97197 0.77942
C -1.30789 -5.26844 0.57500
C -2.47134 -4.49672 0.72001
C -2.45758 -3.12654 0.56562
Cl -3.87856 -2.19061 0.72466
C -1.24931 -2.48026 0.27922
O -1.21317 -1.17611 0.10195
C -0.07330 -3.25687 0.12410
C 1.14325 -2.65811 -0.23286
O 1.37051 -1.41350 -0.36630
C -0.12081 -4.66621 0.27005
H -3.40549 -4.99044 0.95668
H 1.99474 -3.31573 -0.42457
H 0.77864 -5.25554 0.14625
C -0.55055 -0.43022 -4.16569
C -1.42252 0.59672 -4.50045
C -1.80900 1.49382 -3.52192
C -1.32440 1.34739 -2.22982
N -0.48303 0.34664 -1.91136
C -0.10707 -0.51649 -2.86470
C -1.68265 2.22300 -1.09913
C -2.55075 3.29072 -1.21498
C -2.87716 4.04602 -0.09300
C -2.35452 3.72605 1.14652
C -1.49134 2.64446 1.26825
C -1.12288 1.88208 0.15819
H -0.21921 -1.15450 -4.89532
H -1.79817 0.69578 -5.50982
H -2.48788 2.29817 -3.76021
H 0.57906 -1.29784 -2.57348
H -2.99281 3.55250 -2.16630
H -3.55708 4.88184 -0.18988
H -2.62688 4.30620 2.01740
H -1.11800 2.39489 2.25534
*
```

Values from the calculation:
Energy above the lowest of the compared OMol25 structures with the same formula, charge and spin   0.331 eV
Maximum force   0.0198 Eh/bohr
HOMO energy   -0.5211 hartree
Energy   -68020.3651 eV
LUMO   -7.786 eV


No. 3
Entry from the Open Molecules 2025 dataset: a molecular structure, C29H40AsF3O5ReS5Se at a distorted geometry (ωB97M-V with the def2-TZVPD basis set).

```
! RIJCOSX wB97M-V def2-TZVPD def2/J DEFGRID3
* xyz 1 1
Re 0.16300 -0.40434 -0.68794
C -6.82921 -0.06419 1.88667
C -6.58197 -1.06565 0.74499
C -6.60418 -2.49692 1.30659
C -7.71755 -0.92653 -0.27181
C -5.21801 -0.79022 0.13321
C -4.07331 -0.89217 0.92395
C -2.83794 -0.62905 0.38368
Se -1.27241 -0.28343 1.49882
C -0.29848 -1.84356 2.16658
C -0.63002 -2.43642 3.36284
C 0.27782 -3.26825 4.01108
C 1.51264 -3.46970 3.40014
C 1.90092 -2.88255 2.20112
C 0.97495 -2.01646 1.58591
O 1.23675 -1.31422 0.45482
C 3.25172 -3.21265 1.55506
C 2.98906 -3.92623 0.21736
C 4.05968 -4.17132 2.43215
C 4.10303 -1.94767 1.34596
C -0.08789 -3.87355 5.36005
C -1.38228 -4.68978 5.21909
C 1.01011 -4.79487 5.89743
C -0.30307 -2.73271 6.36917
C -2.69197 -0.20821 -0.95359
O -1.42885 0.03584 -1.36992
C -3.82436 -0.08683 -1.76998
C -5.05223 -0.38704 -1.18978
C -3.69919 0.36366 -3.22895
C -2.73617 -0.56286 -3.99246
C -5.05225 0.33323 -3.94236
C -3.17536 1.81266 -3.25909
H -7.83613 -0.20499 2.28137
H -6.74496 0.96295 1.52831
H -6.12505 -0.20446 2.70802
H -7.58776 -2.70531 1.72892
H -5.86428 -2.63361 2.09624
H -6.40769 -3.22508 0.51786
H -8.65959 -1.17209 0.21779
H -7.59463 -1.61131 -1.11301
H -7.80025 0.09484 -0.64801
H -4.13950 -1.15552 1.97199
H -1.59589 -2.22704 3.80499
H 2.22141 -4.11954 3.88731
H 2.46059 -4.86654 0.38568
H 3.93751 -4.14806 -0.27554
H 2.38882 -3.31594 -0.45174
H 3.52496 -5.10877 2.59323
H 4.30684 -3.72673 3.39763
H 4.99594 -4.41210 1.92791
H 3.60660 -1.20109 0.73519
H 5.03695 -2.21509 0.84873
H 4.34813 -1.48588 2.30399
H -1.25334 -5.48940 4.48759
H -2.22287 -4.06893 4.90696
H -1.63793 -5.14013 6.17881
H 1.20853 -5.61972 5.21038
H 0.68863 -5.22437 6.84579
H 1.93644 -4.24732 6.07989
H -1.15437 -2.10708 6.09672
H 0.58363 -2.09973 6.43130
H -0.49476 -3.15039 7.35833
H -5.93204 -0.28318 -1.80445
H -2.97123 -1.61379 -3.81606
H -1.70061 -0.38358 -3.70492
H -2.81692 -0.37337 -5.06309
H -5.47758 -0.67193 -3.95962
H -4.91384 0.65154 -4.97563
H -5.76559 1.01866 -3.48252
H -2.25866 1.92857 -2.68598
H -3.91688 2.49424 -2.83940
H -2.97235 2.11540 -4.28773
S 2.92655 -1.76315 -2.73844
As 0.85215 -2.24452 -3.40742
S 1.60786 -0.11347 -2.73153
S -0.40209 -2.63030 -1.65333
S 0.45407 -2.84478 -5.31384
F 0.40651 2.66697 -2.33665
C 0.93575 3.41088 -1.33049
F 0.47314 4.63623 -1.42346
F 2.25525 3.41938 -1.47430
S 0.45704 2.55136 0.24496
O 0.83694 3.36356 1.34156
O -0.94468 2.25937 0.05061
O 1.26825 1.29268 0.09122
*
```

Values from the calculation:
Energy above the lowest of the compared OMol25 structures with the same formula, charge and spin   0.050 eV
Maximum force   0.0327 Eh/bohr
HOMO energy   -0.4325 hartree
Energy   -231598.4419 eV
LUMO   -5.386 eV


No. 4
Entry from the Open Molecules 2025 dataset: a molecular structure, C46H44AsCl2ErN3O2PS2Si at a distorted geometry (ωB97M-V with the def2-TZVPD basis set).

```
! RIJCOSX wB97M-V def2-TZVPD def2/J DEFGRID3
* xyz 0 4
Er -0.14448 0.88861 0.26651
C 1.71805 3.69039 -4.47299
S 1.87897 1.88733 -4.42031
C 1.39011 1.45431 -2.78655
S 0.93332 2.64007 -1.64965
N 1.47008 0.15596 -2.63636
N 0.96657 -0.38226 -1.51173
C 1.31243 -1.59506 -1.27013
C 0.73934 -2.31016 -0.14679
C 1.10873 -3.63277 0.09685
C 0.54814 -4.30715 1.16296
C -0.35891 -3.64032 1.97390
C -0.66429 -2.32582 1.67263
N -0.15318 -1.67009 0.63369
H 2.19472 4.01551 -5.39549
H 2.22224 4.11925 -3.61334
H 0.66596 3.96745 -4.46501
H 2.04535 -2.09479 -1.89738
H 1.83145 -4.10914 -0.55187
H 0.81627 -5.33531 1.36770
H -0.81369 -4.11996 2.82840
H -1.34213 -1.76168 2.30206
Cl -1.49313 6.07142 5.23127
C -1.42671 4.66165 4.22284
C -1.09192 3.42582 4.79484
C -1.06414 2.30299 4.01259
Cl -0.64476 0.76940 4.68260
C -1.38141 2.33266 2.62030
O -1.44121 1.24912 1.92735
C -1.64031 3.62013 2.06668
C -1.79269 3.75173 0.64483
O -1.62966 2.84762 -0.17455
C -1.68475 4.76139 2.88603
H -0.85261 3.36096 5.84695
H -2.05632 4.75481 0.27119
H -1.90860 5.72564 2.44556
C -3.41462 1.40281 -2.15083
C -4.52014 0.96358 -3.09989
As -5.65462 2.54087 -3.50174
C -4.23014 3.48542 -4.46794
C -3.61023 2.94585 -5.59242
C -2.52673 3.58502 -6.17532
C -2.04901 4.77421 -5.63919
C -2.66777 5.32812 -4.52884
C -3.75299 4.68514 -3.94785
C -6.59089 1.80069 -5.05240
C -6.98633 0.46793 -5.10583
C -7.71107 -0.01103 -6.18846
C -8.05208 0.83944 -7.22889
C -7.67253 2.17405 -7.18102
C -6.95141 2.64985 -6.09761
P -2.14077 0.12758 -1.70928
C -1.62975 -0.48688 -3.35092
C -1.50195 0.41899 -4.40161
C -1.06277 -0.00235 -5.64636
C -0.72364 -1.33090 -5.84913
C -0.80231 -2.22973 -4.79515
C -1.24572 -1.81214 -3.55017
C -3.25995 -1.17253 -1.04755
C -3.55204 -1.08566 0.31443
C -4.46016 -1.95320 0.90183
C -5.08386 -2.92548 0.13478
C -4.80677 -3.01643 -1.22110
C -3.90889 -2.13942 -1.81295
H -3.83370 1.73837 -1.19819
H -2.86913 2.25745 -2.55911
H -5.13138 0.18208 -2.64826
H -4.11424 0.58699 -4.03912
H -3.97822 2.01741 -6.01575
H -2.05189 3.15529 -7.04904
H -1.19579 5.26754 -6.08757
H -2.30453 6.26048 -4.11535
H -4.23425 5.11360 -3.07553
H -6.72693 -0.20647 -4.29768
H -8.01227 -1.05062 -6.21810
H -8.61257 0.46485 -8.07586
H -7.94154 2.84518 -7.98687
H -6.65353 3.69181 -6.06037
H -1.73660 1.46669 -4.24737
H -0.97595 0.71207 -6.45523
H -0.38325 -1.66902 -6.81936
H -0.51529 -3.26365 -4.94145
H -1.28144 -2.51805 -2.72901
H -3.07653 -0.31441 0.91212
H -4.68002 -1.87174 1.95940
H -5.79051 -3.60617 0.59226
H -5.29797 -3.76857 -1.82584
H -3.71722 -2.21070 -2.87512
C 3.36828 -0.17387 5.26246
Si 3.79141 -0.58227 3.46803
C 5.58218 -0.08427 3.15097
C 3.59789 -2.44851 3.21687
C 2.60883 0.25152 2.34380
C 1.75370 0.72890 1.60927
H 4.12165 -0.57620 5.94386
H 2.40150 -0.60012 5.53804
H 3.31333 0.90524 5.41685
H 6.23959 -0.56972 3.87599
H 5.71269 0.99496 3.24923
H 5.91249 -0.36974 2.15059
H 4.26661 -3.00472 3.87836
H 3.82047 -2.73681 2.18716
H 2.57177 -2.75501 3.43384
*
```

Values from the calculation:
Maximum force   0.0207 Eh/bohr
HOMO energy (spin up / spin down)   -0.2855 / -0.2857 hartree
<S²>   3.75
Energy   -209326.4450 eV
LUMO (spin up / spin down)   -0.705 / -0.704 eV